DFT (the ωB97M-V functional and the def2-TZVPD basis) results for a structure of composition C26H30N3O7PbSb.

energy relative to the best compared isomer or geometry (same formula, charge and spin)	0.51	kcal per mole
HOMO level	-1.52	eV
gap between HOMO and LUMO	6.2	eV
net charge	-2

```
68
Properties=species:S:1:pos:R:3:forces:R:3:nbo_charge:R:1
Pb 0.6021 0.2763 1.2522 0.1 0.0 0.0 1.42
C -2.2833 5.9324 -2.3059 0.1 0.0 0.0 -0.69
C -1.1469 4.9287 -2.0755 0.0 -0.1 0.0 0.50
O -0.0678 5.1911 -2.6464 0.0 0.0 0.0 -0.73
C -1.4673 3.8273 -1.2467 0.1 -0.1 0.0 -0.56
C -0.6008 2.7784 -0.8699 0.0 0.0 0.1 0.32
C 0.8012 2.7089 -1.4189 -0.1 0.0 0.0 -0.66
N -0.9101 1.7812 -0.0526 0.0 0.2 -0.1 -0.51
N -2.2246 1.7604 0.4019 0.0 0.0 -0.1 -0.40
C -2.4096 0.8744 1.3207 0.2 0.0 0.0 0.52
O -1.5110 0.0833 1.8388 -0.1 -0.1 0.2 -0.87
C -3.7877 0.7340 1.8750 -0.1 0.0 0.0 -0.09
C -4.0234 -0.1454 2.9278 0.0 0.0 0.0 -0.19
C -5.3002 -0.2846 3.4570 0.0 0.0 0.0 -0.23
C -6.3566 0.4510 2.9402 0.0 0.0 0.0 -0.24
C -6.1265 1.3291 1.8856 0.0 0.0 0.0 -0.25
C -4.8542 1.4697 1.3569 0.0 0.0 0.0 -0.13
H -2.5030 5.9695 -3.3759 0.0 0.0 0.0 0.20
H -1.9349 6.9251 -2.0111 0.0 0.0 0.0 0.20
H -3.1930 5.6886 -1.7579 0.0 0.0 0.0 0.19
H -2.4621 3.7936 -0.8305 0.0 0.0 0.0 0.22
H 0.7862 2.1859 -2.3787 0.0 0.0 0.0 0.23
H 1.4504 2.1418 -0.7497 0.0 0.0 0.0 0.19
H 1.1972 3.7018 -1.6111 0.0 0.0 0.0 0.25
H -3.1888 -0.7121 3.3186 0.0 0.0 0.0 0.24
H -5.4676 -0.9714 4.2788 0.0 0.0 0.0 0.20
H -7.3531 0.3424 3.3534 0.0 0.0 0.0 0.19
H -6.9464 1.9066 1.4733 0.0 0.0 0.0 0.19
H -4.6546 2.1464 0.5369 0.0 0.0 0.0 0.23
O -0.2707 -3.9513 -0.2010 0.0 0.0 0.0 -0.71
C -0.0191 -2.9061 0.4045 0.0 0.0 0.1 0.76
O 0.2823 -1.7770 -0.0946 0.0 0.0 -0.1 -0.81
C -0.0415 -2.9666 1.9335 0.0 0.0 0.0 0.11
C -0.4561 -4.1075 2.6026 0.0 0.0 0.0 -0.23
C -0.4464 -4.0949 3.9896 0.0 0.0 0.0 -0.19
C -0.0178 -2.9606 4.6589 0.0 0.0 0.0 -0.23
C 0.3804 -1.8564 3.9154 0.0 0.0 0.0 0.12
N 0.3619 -1.8834 2.5880 0.0 0.0 0.0 -0.47
C 0.8591 -0.5600 4.5990 0.1 -0.1 0.0 0.74
O 0.9957 -0.6246 5.8285 0.0 0.0 0.0 -0.73
O 1.0759 0.4088 3.8272 -0.1 0.0 -0.1 -0.77
H -0.7737 -4.9609 2.0211 0.0 0.0 0.0 0.23
H -0.7729 -4.9672 4.5454 0.0 0.0 0.0 0.20
H 0.0223 -2.8880 5.7363 0.0 0.0 0.0 0.24
O 2.2148 5.4682 0.7551 0.0 0.0 0.0 -0.53
C 1.3109 4.8503 1.0224 0.0 0.0 0.0 0.54
C 3.9967 0.2752 -4.4416 0.0 0.0 0.0 -0.62
C 3.6109 -1.1288 -3.9810 0.0 0.0 0.0 -0.78
Sb 2.0044 -1.1263 -2.4846 0.0 0.0 0.0 1.06
C 3.3961 -1.5582 -0.8865 0.0 0.0 0.0 -0.74
C 4.2865 -0.3558 -0.5858 0.0 0.0 0.0 -0.62
C 1.3970 -3.1423 -2.9525 0.0 0.0 0.0 -0.75
C 2.4369 -4.2226 -2.6870 0.0 0.0 0.0 -0.62
H 4.7950 0.2658 -5.1919 0.0 0.0 0.0 0.18
H 4.3402 0.8902 -3.6064 0.0 0.0 0.0 0.20
H 3.1407 0.7959 -4.8764 0.0 0.0 0.0 0.20
H 4.4771 -1.6516 -3.5648 0.0 0.0 0.0 0.20
H 3.2589 -1.7232 -4.8299 0.0 0.0 0.0 0.20
H 3.9980 -2.4204 -1.1819 0.0 0.0 0.0 0.20
H 2.8074 -1.8407 -0.0139 0.0 0.0 0.0 0.23
H 4.8925 -0.0803 -1.4537 0.0 0.0 0.0 0.19
H 4.9718 -0.5553 0.2429 0.0 0.0 0.0 0.20
H 3.6933 0.5198 -0.3103 0.0 0.0 0.0 0.21
H 1.1195 -3.1195 -4.0114 0.0 0.0 0.0 0.19
H 0.4989 -3.3322 -2.3655 0.0 0.0 0.0 0.27
H 3.3910 -4.0092 -3.1790 0.0 0.0 0.0 0.19
H 2.0939 -5.2003 -3.0405 0.0 0.0 0.0 0.19
H 2.6250 -4.3175 -1.6166 0.0 0.0 0.0 0.21
```
Positions in Å, forces in eV/Å.


DFT (the ωB97M-V functional and the def2-TZVPD basis) results for an isolated molecule of C26H30N4O2S.

SMILES string	CCN(CC)CCn1c(=S)[nH]c2cc(C(=O)N3CC=C(c4ccccc4)CC3)ccc2c1=O
energy relative to the best compared isomer or geometry (same formula, charge and spin)	2.08	kcal per mole
HOMO level	-8.26	eV
gap between HOMO and LUMO	8.2	eV
net charge	0

```
63
Properties=species:S:1:pos:R:3:forces:R:3:nbo_charge:R:1
C 6.6683 -2.8461 -1.3081 0.1 0.2 0.2 -0.65
C 7.1926 -2.2570 0.0070 -0.1 -0.2 0.0 -0.21
N 7.1201 -0.8099 0.1395 -0.1 0.2 0.0 -0.46
C 8.2139 -0.1136 -0.5210 0.2 0.0 0.2 -0.21
C 9.4725 -0.1262 0.3429 -0.2 0.0 -0.2 -0.61
C 5.8208 -0.2421 -0.1486 -0.2 0.0 0.0 -0.22
C 4.7570 -0.7531 0.8297 0.6 -0.3 0.0 -0.24
N 3.4706 -0.1363 0.5518 -0.1 0.1 0.0 -0.44
C 3.1821 1.0757 1.1121 -0.1 0.5 0.3 0.29
S 4.2006 1.8914 2.1150 0.3 0.3 0.3 -0.20
N 1.9702 1.6284 0.8250 0.0 0.0 0.0 -0.58
C 1.0348 1.0568 0.0031 -0.2 -0.6 -0.4 0.28
C -0.1946 1.6653 -0.2414 -0.1 -0.1 -0.1 -0.27
C -1.1117 1.0476 -1.0744 0.4 0.1 -0.1 -0.05
C -2.4027 1.7409 -1.4123 0.1 0.1 0.0 0.66
O -2.5177 2.3643 -2.4506 0.1 0.0 -0.2 -0.61
N -3.3847 1.6485 -0.4933 -0.3 0.1 0.1 -0.42
C -4.6764 2.2412 -0.7707 -0.1 0.3 -0.2 -0.26
C -5.8085 1.3140 -0.4640 0.1 -0.1 0.1 -0.18
C -5.6683 0.1190 0.1081 0.2 0.2 -0.1 -0.04
C -6.8140 -0.7556 0.3951 -0.3 -0.1 0.0 0.03
C -8.0447 -0.2216 0.7748 0.1 0.0 0.0 -0.22
C -9.1196 -1.0459 1.0483 -0.1 0.0 0.0 -0.20
C -8.9875 -2.4208 0.9478 0.0 0.0 0.0 -0.22
C -7.7699 -2.9642 0.5755 0.0 -0.1 0.0 -0.19
C -6.6918 -2.1414 0.3069 0.0 0.1 0.0 -0.24
C -4.2950 -0.3770 0.4843 0.1 0.3 0.1 -0.43
C -3.3538 0.8126 0.6813 0.0 -0.5 0.2 -0.21
C -0.8040 -0.1708 -1.6827 -0.1 0.0 0.0 -0.24
C 0.4104 -0.7751 -1.4407 0.1 0.1 0.1 -0.11
C 1.3389 -0.1728 -0.5932 -0.3 0.3 0.0 -0.23
C 2.6310 -0.8141 -0.3323 -0.2 -0.1 -0.1 0.68
O 2.9732 -1.8672 -0.8251 -0.1 0.0 -0.1 -0.59
H 7.1347 -2.3597 -2.1625 0.0 0.0 -0.1 0.20
H 5.5898 -2.7375 -1.3903 -0.1 0.0 -0.1 0.22
H 6.9067 -3.9059 -1.3474 0.0 -0.1 0.0 0.21
H 8.2409 -2.5340 0.1281 0.0 -0.1 0.1 0.20
H 6.6454 -2.7007 0.8438 0.1 -0.1 0.0 0.19
H 8.4393 -0.5382 -1.5120 -0.1 0.1 0.0 0.16
H 7.9153 0.9261 -0.6717 0.0 -0.1 -0.1 0.20
H 9.8648 -1.1325 0.4612 0.1 -0.1 0.0 0.20
H 9.2415 0.2706 1.3273 0.0 0.0 0.1 0.21
H 10.2419 0.4897 -0.1162 0.2 0.0 0.0 0.21
H 5.8973 0.8415 -0.0196 -0.1 -0.1 0.0 0.21
H 5.4771 -0.4387 -1.1789 0.0 0.0 0.0 0.17
H 5.0540 -0.5136 1.8514 -0.1 0.0 -0.1 0.24
H 4.6176 -1.8283 0.7197 0.0 0.1 0.1 0.23
H 1.7871 2.5282 1.2504 0.2 -0.2 0.0 0.43
H -0.4241 2.6168 0.2153 0.0 0.1 0.1 0.22
H -4.6858 2.5250 -1.8282 0.0 0.0 0.2 0.26
H -4.7934 3.1633 -0.1814 0.0 0.0 -0.1 0.20
H -6.7814 1.6821 -0.7524 -0.2 0.0 0.0 0.21
H -8.1518 0.8480 0.8762 0.0 0.1 0.0 0.21
H -10.0639 -0.6142 1.3461 -0.1 0.0 0.0 0.21
H -9.8275 -3.0646 1.1617 -0.1 -0.1 0.0 0.21
H -7.6585 -4.0356 0.4945 0.0 -0.1 0.0 0.21
H -5.7520 -2.5806 0.0075 0.1 0.0 0.0 0.21
H -4.3454 -0.9666 1.4013 0.0 0.0 0.0 0.22
H -3.8992 -1.0174 -0.3096 0.1 -0.1 0.1 0.21
H -2.3353 0.4711 0.8697 -0.1 0.1 0.0 0.23
H -3.6926 1.4071 1.5374 0.1 -0.1 0.0 0.20
H -1.5211 -0.6274 -2.3469 -0.1 -0.1 -0.1 0.23
H 0.6734 -1.7176 -1.8955 0.0 -0.1 0.0 0.24
```
Positions in Å, forces in eV/Å.


DFT (the ωB97M-V functional and the def2-TZVPD basis) results for an isolated molecule of C26H30N4O6.

SMILES string	COCCNC(=O)[C@@H](c1ccc(OC)cc1)N(Cc1ccco1)C(=O)CCC(=O)Nc1ccccn1
energy relative to the best compared isomer or geometry (same formula, charge and spin)	49.16	kcal per mole
HOMO level	-8.37	eV
gap between HOMO and LUMO	9.1	eV
net charge	0

```
66
Properties=species:S:1:pos:R:3:forces:R:3:nbo_charge:R:1
C -4.9150 -0.2311 -1.7023 0.0 -0.1 -0.1 -0.27
O -4.6264 0.6255 -0.6171 0.2 0.1 0.0 -0.55
C -5.3585 0.3623 0.5537 0.0 -0.2 0.2 -0.07
C -4.9659 -0.9508 1.2576 -0.1 0.2 -0.4 -0.26
N -3.5463 -0.9785 1.5146 -0.2 0.1 0.4 -0.62
C -2.7005 -1.5995 0.6654 0.3 0.1 0.5 0.70
O -3.0645 -2.4007 -0.1745 0.0 -0.3 -0.3 -0.66
C -1.2597 -1.0918 0.8207 -0.1 0.0 0.1 -0.16
C -0.1316 -2.0516 0.5567 -0.1 -0.1 0.0 -0.11
C -0.2630 -3.2057 -0.1999 -0.1 0.1 0.1 -0.13
C 0.8142 -4.0537 -0.4036 0.3 -0.2 -0.1 -0.36
C 2.0537 -3.7520 0.1465 0.0 0.1 0.0 0.39
O 3.1790 -4.5059 0.0056 -0.1 0.3 0.2 -0.51
C 3.0992 -5.7012 -0.7319 0.0 -0.2 -0.1 -0.25
C 2.1900 -2.5888 0.9082 0.1 -0.2 -0.1 -0.29
C 1.1129 -1.7566 1.1127 -0.1 -0.2 0.0 -0.17
N -1.2334 0.0827 -0.0728 0.0 -0.1 0.3 -0.42
C -0.9670 -0.1569 -1.4828 0.3 0.4 -0.3 -0.29
C 0.4112 0.2822 -1.8700 0.3 -0.9 0.0 0.31
C 1.6129 -0.3627 -1.8523 -0.7 0.2 -0.1 -0.31
C 2.5770 0.5803 -2.2849 -0.2 0.5 -0.2 -0.31
C 1.8929 1.7272 -2.5373 0.9 -0.3 -0.1 0.09
O 0.5856 1.5573 -2.2907 -0.5 0.2 0.0 -0.43
C -1.6272 1.2585 0.4540 0.0 0.0 -0.4 0.73
O -1.8815 1.3580 1.6531 -0.1 0.3 0.4 -0.71
C -1.7665 2.4686 -0.4464 -0.1 0.1 0.2 -0.51
C -1.1696 3.7132 0.2266 0.0 0.0 -0.1 -0.49
C 0.3448 3.6574 0.1247 -0.5 0.1 0.2 0.70
O 0.9802 4.3546 -0.6332 0.2 0.2 -0.3 -0.61
N 0.8932 2.7151 0.9478 -0.2 -0.2 0.2 -0.63
C 2.2076 2.2744 1.0101 0.5 -0.1 -0.1 0.38
C 3.2544 2.8518 0.2905 0.1 0.1 0.0 -0.28
C 4.5141 2.3039 0.4323 -0.2 -0.1 0.2 -0.15
C 4.6977 1.2208 1.2813 0.1 0.0 0.0 -0.29
C 3.5934 0.7338 1.9571 0.2 0.0 0.0 0.05
N 2.3788 1.2387 1.8263 -0.4 0.2 0.0 -0.47
H -4.4983 -1.2316 -1.5527 -0.1 0.1 0.0 0.20
H -4.4536 0.2224 -2.5781 0.0 0.0 -0.1 0.19
H -5.9962 -0.3068 -1.8631 0.0 0.0 0.0 0.17
H -6.4377 0.3453 0.3397 0.1 0.0 0.0 0.17
H -5.1374 1.2052 1.2150 -0.1 -0.1 0.0 0.19
H -5.5151 -1.0271 2.1991 0.0 0.0 -0.1 0.20
H -5.2011 -1.8132 0.6305 -0.1 0.1 0.1 0.23
H -3.1803 -0.1944 2.0438 0.2 -0.1 -0.1 0.43
H -1.1333 -0.6968 1.8352 -0.1 -0.1 -0.3 0.25
H -1.2195 -3.4661 -0.6243 -0.1 0.0 0.0 0.24
H 0.6685 -4.9445 -0.9940 0.0 -0.1 0.0 0.22
H 4.0975 -6.1347 -0.6995 -0.1 0.0 0.0 0.20
H 2.8211 -5.5135 -1.7742 0.0 0.0 0.0 0.18
H 2.3862 -6.4019 -0.2860 0.0 0.0 0.0 0.18
H 3.1571 -2.3623 1.3277 0.1 0.0 0.1 0.22
H 1.2400 -0.8563 1.6954 0.0 0.1 0.1 0.24
H -1.7131 0.3565 -2.0944 0.0 -0.1 0.0 0.23
H -1.0634 -1.2300 -1.6524 0.0 0.2 -0.1 0.26
H 1.7905 -1.3791 -1.5703 0.0 -0.3 0.1 0.24
H 3.6298 0.4194 -2.3896 0.2 0.0 0.0 0.23
H 2.2000 2.6970 -2.8730 0.0 0.2 0.0 0.21
H -1.3028 2.3351 -1.4179 -0.1 0.0 0.0 0.24
H -2.8426 2.6080 -0.5855 0.0 -0.1 0.0 0.26
H -1.5107 4.6119 -0.2869 0.1 -0.1 0.0 0.24
H -1.4842 3.7479 1.2710 0.0 0.0 0.0 0.24
H 0.2743 2.2013 1.5641 0.0 0.1 0.0 0.43
H 3.0702 3.6972 -0.3488 0.0 0.0 0.0 0.26
H 5.3484 2.7221 -0.1118 0.1 0.0 0.0 0.22
H 5.6692 0.7729 1.4167 0.1 -0.1 0.0 0.22
H 3.6742 -0.1001 2.6422 0.1 -0.1 0.0 0.19
```
Positions in Å, forces in eV/Å.


What is the net charge in the third record?
0


The lowest HOMO level belongs to which entry?
C26H30N4O6


Which formula does entry 2 have?
C26H30N4O2S